This record from OMol25 describes C22H16BrF6N5O8S2V as an isolated structure at a distorted geometry. The level of theory is ωB97M-V/def2-TZVPD.

CARTESIAN COORDINATES (ANGSTROEM)
V (-0.87588, -0.28310, 0.56704)
N (1.67667, 1.69683, 2.40577)
C (0.57311, 0.92070, 3.18554)
C (-0.75943, 1.54132, 2.83510)
O (-1.10362, 2.52655, 3.47084)
N (-1.33741, 1.15122, 1.60092)
C (-2.45089, 1.95658, 1.18597)
C (-2.70422, 1.67889, -0.38222)
O (-3.39497, 2.44243, -1.01922)
O (-2.09911, 0.55151, -0.75767)
H (1.59154, 2.67744, 2.70467)
H (1.39526, 1.70968, 1.42399)
H (0.75333, 1.05770, 4.27904)
H (0.68696, -0.17242, 3.03411)
H (-2.29369, 2.97749, 1.44236)
H (-3.33851, 1.58199, 1.67241)
Br (5.75263, -3.45539, 1.20770)
C (4.18755, -2.48016, 1.57585)
C (3.31415, -3.01707, 2.49620)
C (1.99813, -2.61164, 2.61193)
C (1.54625, -1.63059, 1.73102)
O (0.23632, -1.33421, 1.59596)
C (2.42997, -1.06474, 0.80922)
C (2.01995, -0.10294, -0.22674)
N (0.81276, 0.30379, -0.48848)
C (0.65318, 1.21495, -1.60842)
C (0.63246, 0.74134, -2.90230)
C (0.48195, 1.56422, -4.05662)
C (0.27607, 2.90605, -3.91451)
C (0.13948, 3.42959, -2.58568)
C (-0.20965, 4.79003, -2.31607)
C (-0.30191, 5.29366, -1.03702)
C (-0.03920, 4.40870, 0.01473)
N (0.27423, 3.13797, -0.17509)
C (0.40172, 2.62121, -1.41375)
C (3.78077, -1.48358, 0.72451)
H (3.62965, -3.85242, 3.12404)
H (1.38719, -3.10688, 3.31874)
H (2.86208, 0.24313, -0.81952)
H (0.71674, -0.31969, -3.01558)
H (0.52191, 1.09713, -5.06335)
H (0.18920, 3.54642, -4.79041)
H (-0.42464, 5.47440, -3.16292)
H (-0.61353, 6.30330, -0.78703)
H (-0.17138, 4.71962, 1.06270)
H (4.48512, -1.04170, -0.00476)
F (-0.89896, -4.29753, 0.89689)
C (-2.20871, -4.30239, 1.17618)
F (-2.41530, -4.34910, 2.50242)
F (-2.82620, -5.34908, 0.59171)
S (-3.01438, -2.80363, 0.55241)
O (-2.27012, -1.68433, 1.13090)
O (-4.35231, -2.90189, 0.96093)
N (-2.73380, -2.91620, -0.94392)
S (-1.68300, -2.32135, -1.87356)
O (-2.20349, -1.61757, -3.01269)
O (-0.68989, -1.63608, -1.05184)
C (-0.68651, -3.76636, -2.51092)
F (-1.25626, -4.29732, -3.59834)
F (-0.59312, -4.71117, -1.54340)
F (0.54381, -3.35530, -2.82975)

Calculated values
Spin multiplicity: 2
Highest occupied orbital energy (alpha / beta) in eV: -9.28 / -9.30
Energy relative to the best compared isomer or geometry (same formula, charge and spin) in kJ/mol: 124.0
E in eV: -180610.384
Frontier orbital gap (alpha / beta) in eV: 7.1 / 7.7

***

This record from OMol25 describes C22H16ClCoF3NO8 as an isolated structure. The level of theory is ωB97M-V/def2-TZVPD.

CARTESIAN COORDINATES (ANGSTROEM)
Co (-0.49021, 0.90640, 0.07832)
O (1.40368, 3.79161, -2.15819)
C (0.99735, 2.66215, -1.57214)
O (0.77762, 2.58951, -0.38816)
C (0.85961, 1.50090, -2.50393)
C (0.87703, 1.62826, -3.88289)
C (0.68995, 0.47932, -4.63211)
C (0.55067, -0.73526, -3.97910)
C (0.59331, -0.75904, -2.59013)
N (0.70374, 0.34788, -1.86636)
C (0.71274, -2.08550, -1.87018)
O (-0.18298, -3.03794, -2.18932)
O (1.61498, -2.29598, -1.11600)
H (1.40288, 4.47143, -1.46650)
H (1.00596, 2.59882, -4.33810)
H (0.66654, 0.52528, -5.71286)
H (0.43622, -1.65926, -4.52976)
H (-1.04742, -2.63823, -2.38221)
O (0.93732, 0.01338, 3.59017)
Cl (0.93235, 0.91828, 2.48799)
O (1.98842, 1.87626, 2.60750)
O (-0.35480, 1.58450, 2.36045)
O (1.10698, 0.15968, 1.22269)
F (-1.87209, 2.09914, -2.08556)
C (-1.92443, 1.98341, -0.67754)
F (-1.82756, 3.30428, -0.27811)
F (-3.23256, 1.68622, -0.44677)
C (-4.84228, -4.31488, -2.09485)
C (-4.81570, -3.14692, -2.84269)
C (-3.98551, -2.10172, -2.46739)
C (-3.16391, -2.17871, -1.33409)
C (-3.19211, -3.37460, -0.60203)
C (-4.02224, -4.41870, -0.97826)
C (-2.28980, -1.01940, -1.04945)
C (-1.60542, -0.67111, 0.05533)
C (-1.70460, -1.45228, 1.30691)
C (-2.83493, -1.31287, 2.11518)
C (-2.96271, -2.04294, 3.28591)
C (-1.96248, -2.92612, 3.67242)
C (-0.82676, -3.05444, 2.88505)
C (-0.69060, -2.31711, 1.71844)
H (-5.48692, -5.13674, -2.38092)
H (-5.44439, -3.04636, -3.71955)
H (-3.97487, -1.18665, -3.05028)
H (-2.55245, -3.49252, 0.25986)
H (-4.02137, -5.32996, -0.39221)
H (-2.26381, -0.32176, -1.88761)
H (-3.61333, -0.62454, 1.80747)
H (-3.84675, -1.92133, 3.90101)
H (-2.05947, -3.49476, 4.58929)
H (-0.02872, -3.72099, 3.18905)
H (0.20731, -2.40561, 1.12009)

Calculated values
Spin multiplicity: 2
Highest occupied orbital energy (alpha / beta) in eV: -4.98 / -4.95
Energy relative to the best compared isomer or geometry (same formula, charge and spin) in kJ/mol: 0.0
Net charge: -1
E in eV: -99240.776
Frontier orbital gap (alpha / beta) in eV: 6.9 / 6.8

***

This record from OMol25 describes one molecule with the formula C22H16ClF4N3O5S at a distorted geometry. The level of theory is ωB97M-V/def2-TZVPD.

CARTESIAN COORDINATES (ANGSTROEM)
O (1.05734, -0.50273, 2.32657)
C (1.41239, 0.64853, 2.15429)
N (0.83330, 1.70661, 2.74630)
H (1.00553, 2.61424, 2.33858)
C (-0.41763, 1.55394, 3.47145)
C (-1.58540, 1.47620, 2.51804)
C (-1.85590, 2.54076, 1.66459)
C (-2.86783, 2.45299, 0.72708)
C (-3.61721, 1.29278, 0.67030)
C (-3.38875, 0.22873, 1.52171)
C (-2.35926, 0.32647, 2.44082)
H (-2.15235, -0.50289, 3.09921)
H (-4.00321, -0.65471, 1.45497)
F (-4.58697, 1.18466, -0.26435)
H (-3.07924, 3.26330, 0.04813)
H (-1.26360, 3.44045, 1.71645)
H (-0.52029, 2.40540, 4.14790)
H (-0.34800, 0.63238, 4.05293)
C (2.57756, 0.99446, 1.21797)
N (2.22220, 0.71992, -0.16259)
C (2.45775, -0.51922, -0.75813)
C (2.75861, -1.65345, -0.00584)
C (3.00371, -2.85767, -0.64901)
C (2.93567, -2.96947, -2.02935)
C (2.62352, -1.84115, -2.76922)
C (2.38984, -0.62921, -2.14872)
H (2.17107, 0.24691, -2.73522)
H (2.57087, -1.90478, -3.84458)
H (3.12740, -3.91513, -2.51035)
C (3.29582, -4.06868, 0.19276)
F (3.96235, -5.02183, -0.47420)
F (2.16668, -4.64925, 0.64507)
F (4.02912, -3.78082, 1.27896)
H (2.77540, -1.62045, 1.07175)
S (1.05804, 1.73235, -0.83121)
O (1.47500, 2.20193, -2.11353)
O (0.77315, 2.72474, 0.16326)
C (-0.39200, 0.69133, -1.08849)
C (-1.29557, 1.14063, -2.02701)
C (-2.43397, 0.39612, -2.31407)
C (-2.66062, -0.81872, -1.65843)
C (-1.74338, -1.24143, -0.69691)
C (-0.61854, -0.49260, -0.40536)
H (0.05738, -0.83815, 0.36037)
H (-1.92276, -2.16742, -0.17519)
Cl (-4.04865, -1.76945, -1.95053)
N (-3.35635, 0.94782, -3.29251)
O (-3.35798, 2.15041, -3.40443)
O (-4.03155, 0.18117, -3.93177)
H (-1.11695, 2.06918, -2.54869)
H (3.45604, 0.40093, 1.47773)
H (2.82825, 2.05383, 1.28249)

Calculated values
Structure (SMILES): O=C(CN(c1cccc(C(F)(F)F)c1)S(=O)(=O)c1ccc(Cl)c([N+](=O)[O-])c1)NCc1ccc(F)cc1
Highest occupied orbital energy in eV: -9.21
E in eV: -72007.146
Frontier orbital gap in eV: 8.5

***

This record from OMol25 describes a 2-piece molecular cluster, C22H16N5O10S overall at a distorted geometry. The level of theory is ωB97M-V/def2-TZVPD.

CARTESIAN COORDINATES (ANGSTROEM)
O (-5.77471, 0.65777, 3.17684)
N (-5.72026, -0.54380, 3.47479)
O (-6.60809, -1.09298, 4.15931)
C (-4.65914, -1.39249, 3.04325)
C (-4.73495, -2.73673, 3.45873)
C (-3.77358, -3.64865, 3.00995)
C (-2.77427, -3.22321, 2.14009)
C (-2.61246, -1.84260, 1.80482)
C (-1.45543, -1.50565, 1.03680)
N (-0.61346, -0.52744, 1.45112)
O (0.58540, -0.53913, 1.05898)
O (-1.06562, 0.36129, 2.20977)
C (-3.58622, -0.92329, 2.25839)
H (-5.51983, -3.03966, 4.14135)
H (-3.80812, -4.69177, 3.34407)
H (-2.05260, -3.92019, 1.71985)
H (-1.06588, -2.23831, 0.35481)
H (-3.55553, 0.13332, 1.99440)
C (5.33082, 1.32975, 1.95849)
C (4.02089, 1.81240, 1.41688)
C (4.00181, 2.65485, 0.30028)
C (2.80480, 3.04017, -0.28785)
C (1.60470, 2.58383, 0.25646)
S (0.12779, 2.78177, -0.70440)
O (-1.02992, 2.98364, 0.10821)
O (0.38788, 3.56614, -1.87425)
N (-0.11293, 1.10413, -1.29502)
C (0.61722, 0.51228, -2.34604)
C (1.77434, 0.89424, -3.00899)
C (2.19891, 0.11749, -4.10404)
N (3.48805, 0.30931, -4.69623)
O (3.81603, -0.43981, -5.64604)
O (4.24650, 1.19192, -4.24115)
C (1.41324, -0.95466, -4.59175)
C (0.28978, -1.37568, -3.89156)
C (-0.13279, -0.61619, -2.79565)
C (-1.32499, -0.64946, -1.95823)
N (-2.34297, -1.61427, -1.99633)
O (-2.45367, -2.33113, -3.01565)
O (-3.11682, -1.69002, -1.00335)
C (-1.24169, 0.38897, -1.05189)
C (1.60172, 1.92625, 1.49069)
C (2.80610, 1.45651, 2.00746)
H (5.18806, 0.49841, 2.64842)
H (5.98513, 1.00962, 1.14365)
H (5.85485, 2.12107, 2.50262)
H (4.93360, 3.01898, -0.12659)
H (2.77063, 3.68171, -1.16270)
H (2.35154, 1.76413, -2.72873)
H (1.71421, -1.44820, -5.50584)
H (-0.26727, -2.25796, -4.20713)
H (-2.00701, 0.72523, -0.38132)
H (0.68971, 1.81502, 2.06455)
H (2.80648, 0.80310, 2.88571)

Calculated values
Highest occupied orbital energy in eV: -4.36
Energy relative to the best compared isomer or geometry (same formula, charge and spin) in kJ/mol: 0.0
Net charge: -1
E in eV: -61824.338
Frontier orbital gap in eV: 5.5